(1)
C7H11O6 as an isolated structure in a non-equilibrium geometry. Source: OMol25; level of theory: ωB97M-V/def2-TZVPD.

The gap between HOMO and LUMO (spin up / spin down) is 0.1197 / 0.1993 Eh.

```
! wB97M-V def2-TZVPD RIJCOSX def2/J DEFGRID3
* xyz 1 3
C -0.114 -1.122 0.191
C 0.050 -2.218 1.357
C -0.850 1.394 -2.532
C 0.495 1.567 -0.389
C 0.775 0.312 0.324
C -0.710 1.692 -1.244
C 1.587 0.023 1.625
O -1.481 -0.831 0.013
O 0.776 -3.265 1.172
O -1.948 1.423 -3.300
O -1.700 2.433 -0.690
O 1.015 -1.097 2.384
O 1.491 0.640 -0.796
H 0.284 -1.568 -0.664
H -0.951 -2.238 1.878
H 0.087 0.873 -2.977
H 0.803 2.484 0.074
H 1.392 1.005 2.211
H 2.536 -0.380 1.340
H -1.677 -0.380 -0.796
H 0.443 -4.041 1.697
H -1.748 0.886 -4.089
H -2.557 2.493 -1.106
H 1.850 -1.660 2.587
*
```

natural (NBO) atomic charge list, values in e, 4 entries:
1. C 0.027
2. C 0.133
3. C 0.209
4. C -0.028

***

(2)
A 2-piece molecular cluster, H3PS2 overall in a non-equilibrium geometry. Source: OMol25; level of theory: ωB97M-V/def2-TZVPD.

For the energy above the lowest of the compared OMol25 structures with the same formula, charge and spin, the calculation gives 47.2 kcal/mol. The gap between HOMO and LUMO is 0.2661 Eh. Its SMILES is P=S.S.

```
! wB97M-V def2-TZVPD RIJCOSX def2/J DEFGRID3
* xyz 0 1
P 0.693 1.674 -1.429
S -0.477 0.575 -2.615
S -0.179 -1.342 0.946
H -0.805 -0.272 1.216
H 0.045 1.201 -0.140
H 0.723 -1.836 2.021
*
```

natural (NBO) atomic charge list, values in e, 4 entries:
1. P 0.408
2. S -0.341
3. S -0.319
4. H 0.135

***

(3)
C15H14N4OSeTa as an isolated structure in a non-equilibrium geometry. Source: OMol25; level of theory: ωB97M-V/def2-TZVPD.

The gap between HOMO and LUMO (spin up / spin down) is 0.1823 / 0.1814 Eh.

```
! wB97M-V def2-TZVPD RIJCOSX def2/J DEFGRID3
* xyz 3 1
Ta 0.000 2.202 -1.190
Se 0.000 -5.500 -1.190
N 1.243 -4.207 -1.190
C 0.687 -2.982 -1.190
C 1.417 -1.787 -1.190
C 2.823 -1.798 -1.190
C 3.534 -0.601 -1.190
C 2.841 0.605 -1.190
N 1.484 0.611 -1.190
C 0.726 -0.541 -1.190
C -0.726 -0.541 -1.190
N -1.484 0.611 -1.190
C -2.841 0.605 -1.190
C -3.534 -0.601 -1.190
C -2.823 -1.798 -1.190
C -1.417 -1.787 -1.190
C -0.687 -2.982 -1.190
N -1.243 -4.207 -1.190
H 3.374 -2.730 -1.190
H 4.616 -0.609 -1.190
H 3.383 1.542 -1.190
H -3.383 1.542 -1.190
H -4.616 -0.608 -1.190
H -3.374 -2.730 -1.190
C -1.255 2.070 2.885
C 0.002 2.627 2.196
C 1.254 2.061 2.885
O 0.000 2.202 0.944
H -1.268 2.356 3.943
H -1.307 0.974 2.843
H -2.172 2.467 2.429
H 0.006 3.706 2.406
H 1.298 0.964 2.843
H 1.269 2.347 3.943
H 2.174 2.451 2.429
H 0.000 4.066 -1.190
*
```

natural (NBO) atomic charge list, values in e, 4 entries:
1. Ta 2.352
2. Se 1.257
3. N -0.602
4. C 0.144

***

(4)
An isolated molecule of CH6F3PSi2 in a non-equilibrium geometry. Source: OMol25; level of theory: ωB97M-V/def2-TZVPD.

For the energy above the lowest of the compared OMol25 structures with the same formula, charge and spin, the calculation gives 50.2 kcal/mol. The gap between HOMO and LUMO is 0.3604 Eh. Its SMILES is FP(F)C(F)([SiH3])[SiH3].

```
! wB97M-V def2-TZVPD RIJCOSX def2/J DEFGRID3
* xyz 0 1
C -0.850 -0.026 0.607
F -0.590 -1.947 2.954
F 0.963 -0.163 2.511
F -2.202 -0.044 -0.235
Si 0.079 -1.667 -0.018
Si -0.209 1.735 0.138
P -0.614 -0.251 2.764
H 0.174 -1.893 -1.597
H -0.676 -2.992 0.324
H 1.322 -1.742 0.788
H -0.404 2.175 -1.332
H 1.325 1.527 0.339
H -0.658 2.767 1.081
*
```

natural (NBO) atomic charge list, values in e, 4 entries:
1. C -0.718
2. F -0.585
3. F -0.572
4. F -0.443

***

(5)
C23H23N4O8PReS as an isolated structure in a non-equilibrium geometry. Source: OMol25; level of theory: ωB97M-V/def2-TZVPD.

For the energy above the lowest of the compared OMol25 structures with the same formula, charge and spin, the calculation gives 9.3 kcal/mol. The gap between HOMO and LUMO (spin up / spin down) is 0.3125 / 0.2878 Eh.

```
! wB97M-V def2-TZVPD RIJCOSX def2/J DEFGRID3
* xyz 0 4
Re -1.161 0.798 -0.826
N -0.185 0.661 -2.767
C -0.670 1.803 -3.599
C -2.176 1.853 -3.444
O -2.923 2.103 -4.369
N -2.520 1.553 -2.162
C -3.875 1.068 -1.875
C -3.721 -0.410 -1.543
O -4.624 -1.201 -1.641
O -2.470 -0.725 -1.130
H -0.384 -0.217 -3.229
H 0.813 0.749 -2.624
H -0.234 2.711 -3.193
H -0.402 1.697 -4.643
H -4.289 1.548 -0.983
H -4.547 1.201 -2.712
O -0.114 1.778 1.861
S -1.376 1.202 2.267
O -2.156 1.966 3.187
O -2.174 0.796 1.028
C -0.864 -0.345 2.942
C -1.223 -0.736 4.220
C -0.649 -1.882 4.752
C 0.267 -2.614 4.008
C 0.613 -2.222 2.721
C 0.053 -1.080 2.167
P 0.511 -0.572 0.453
C 0.546 -2.221 -0.353
C -0.650 -2.948 -0.294
C -0.765 -4.168 -0.940
C 0.309 -4.675 -1.664
C 1.501 -3.969 -1.718
C 1.622 -2.746 -1.065
C 2.213 0.034 0.533
C 2.961 0.150 -0.640
C 4.215 0.733 -0.619
C 4.725 1.234 0.571
C 3.985 1.131 1.740
C 2.730 0.536 1.724
H -1.924 -0.127 4.781
H -0.907 -2.197 5.756
H 0.721 -3.502 4.434
H 1.324 -2.805 2.147
H -1.496 -2.556 0.255
H -1.698 -4.717 -0.886
H 0.217 -5.625 -2.179
H 2.346 -4.370 -2.265
H 2.571 -2.226 -1.090
H 2.558 -0.203 -1.583
H 4.789 0.820 -1.535
H 5.689 1.729 0.583
H 4.370 1.540 2.668
H 2.140 0.502 2.630
N -1.659 3.571 0.084
N -0.376 4.125 0.065
C 0.688 3.292 -0.271
O 1.822 3.673 -0.078
O 0.381 2.161 -0.917
H -2.257 4.032 -0.578
H -2.063 3.576 1.007
H -0.151 4.729 0.833
*
```

natural (NBO) atomic charge list, values in e, 4 entries:
1. Re 1.642
2. N -0.763
3. C -0.316
4. C 0.647

***

(6)
A 2-piece molecular cluster, C8H7NO2 overall in a non-equilibrium geometry. Source: OMol25; level of theory: ωB97M-V/def2-TZVPD.

For the energy above the lowest of the compared OMol25 structures with the same formula, charge and spin, the calculation gives 67.3 kcal/mol. The gap between HOMO and LUMO (spin up / spin down) is 0.2705 / 0.2950 Eh.

```
! wB97M-V def2-TZVPD RIJCOSX def2/J DEFGRID3
* xyz 0 3
C -1.831 -3.066 0.602
C -1.884 -1.892 0.412
C -3.246 0.124 -0.284
C -2.915 1.402 -0.546
C -2.054 -0.528 0.143
C -1.019 0.469 0.218
C 2.248 0.771 -1.517
C 2.659 0.177 0.755
N 1.920 0.562 -0.382
O 0.091 0.538 0.710
O -1.692 1.676 -0.207
H -1.462 -4.070 0.873
H -4.339 -0.165 -0.131
H -3.662 2.257 -0.822
H 1.687 1.057 -2.351
H 2.030 -0.548 1.291
H 2.610 1.050 1.368
H 3.676 -0.214 0.850
*
```

natural (NBO) atomic charge list, values in e, 4 entries:
1. C -0.161
2. C -0.048
3. C -0.311
4. C 0.212

***

(7)
C50H40F6N4PS3Ti as an isolated structure in a non-equilibrium geometry. Source: OMol25; level of theory: ωB97M-V/def2-TZVPD.

For the energy above the lowest of the compared OMol25 structures with the same formula, charge and spin, the calculation gives 198.1 kcal/mol. The gap between HOMO and LUMO is 0.1864 Eh.

```
! wB97M-V def2-TZVPD RIJCOSX def2/J DEFGRID3
* xyz 1 1
Ti 0.792 -0.776 0.385
C -1.866 6.130 -3.376
C -0.570 5.823 -2.986
C -0.328 4.729 -2.178
C -1.379 3.901 -1.751
C -2.679 4.219 -2.163
C -2.915 5.322 -2.963
C -1.089 2.817 -0.825
C 0.311 2.477 -0.326
C 0.380 2.883 1.123
C -0.491 2.230 1.861
C 0.743 1.017 -0.541
C 1.872 1.119 -1.598
C 1.866 1.286 -3.069
C 2.890 0.695 -3.806
C 2.978 0.903 -5.173
C 2.053 1.707 -5.820
C 1.016 2.276 -5.094
C 0.921 2.059 -3.731
C 3.026 0.402 -0.873
N 2.564 -0.185 0.255
C 3.530 -0.182 1.230
C 3.143 -0.408 2.574
C 4.203 -0.483 3.590
C 4.134 0.260 4.772
C 5.143 0.168 5.715
C 6.231 -0.664 5.490
C 6.318 -1.389 4.310
C 5.317 -1.296 3.360
C 1.794 -0.528 2.982
C 1.358 -0.982 4.249
C -0.015 -0.980 4.263
C -0.467 -0.492 3.015
N 0.644 -0.265 2.208
C -1.857 -0.276 2.675
C -2.282 0.571 1.675
C -3.535 0.779 0.988
C -3.343 1.689 -0.008
C -1.959 2.102 -0.023
N -1.396 1.465 1.105
C -2.906 -0.972 3.475
C -3.175 -0.609 4.792
C -4.186 -1.242 5.500
C -4.945 -2.236 4.898
C -4.688 -2.599 3.584
C -3.673 -1.970 2.879
C 4.700 0.326 0.632
C 4.379 0.693 -0.678
N 1.694 2.184 -0.626
H -2.057 6.999 -3.992
H 0.257 6.443 -3.308
H 0.686 4.515 -1.864
H -3.512 3.606 -1.850
H -3.930 5.559 -3.256
H 1.149 3.563 1.454
H -0.635 2.264 2.931
H 3.609 0.061 -3.301
H 3.778 0.439 -5.735
H 2.135 1.883 -6.884
H 0.271 2.892 -5.582
H 0.087 2.476 -3.192
H 3.301 0.934 4.926
H 5.080 0.749 6.625
H 7.013 -0.745 6.233
H 7.168 -2.036 4.136
H 5.364 -1.882 2.451
H 2.006 -1.309 5.045
H -0.647 -1.276 5.081
H -4.444 0.234 1.187
H -4.092 2.006 -0.715
H -2.607 0.186 5.259
H -4.387 -0.955 6.523
H -5.735 -2.727 5.450
H -5.274 -3.374 3.107
H -3.449 -2.253 1.858
H 5.650 0.471 1.120
H 5.034 1.172 -1.388
C -1.933 -3.263 -4.504
C -1.047 -2.135 -5.027
S -0.384 -0.989 -3.787
C -1.874 -0.149 -3.187
C -2.724 -0.907 -2.164
S -1.802 -1.596 -0.741
C -2.527 -3.267 -0.632
C -2.591 -4.148 -1.889
S -1.194 -4.104 -3.061
H -2.060 -4.009 -5.289
H -2.920 -2.895 -4.229
H -1.581 -1.555 -5.782
H -0.149 -2.545 -5.490
H -2.488 0.103 -4.053
H -1.503 0.778 -2.743
H -3.239 -1.747 -2.622
H -3.472 -0.234 -1.747
H -3.546 -3.130 -0.265
H -1.946 -3.749 0.150
H -3.493 -3.943 -2.463
H -2.654 -5.180 -1.545
F 1.136 -2.374 -0.772
P 1.326 -3.674 0.406
F 0.093 -2.823 1.213
F 1.461 -4.701 1.576
F 2.494 -4.223 -0.475
F 0.221 -4.505 -0.332
F 2.325 -2.632 1.157
*
```

Löwdin atomic charge list, values in e, 4 entries:
1. Ti 1.133
2. C -0.068
3. C -0.061
4. C -0.035

***

(8)
A 6-piece molecular cluster, C41H39Cl12FIN4 overall in a non-equilibrium geometry. Source: OMol25; level of theory: ωB97M-V/def2-TZVPD.

The gap between HOMO and LUMO is 0.2807 Eh.

```
! wB97M-V def2-TZVPD RIJCOSX def2/J DEFGRID3
* xyz 1 1
C 2.313 -3.083 1.515
C 0.977 -2.329 1.357
C 1.064 -0.819 1.436
I 2.175 -0.201 3.195
N 1.723 -0.198 0.302
C 1.022 0.238 -0.748
N -0.288 0.164 -0.987
C -0.433 0.765 -2.183
C -1.686 0.903 -2.988
Cl -2.416 -0.717 -2.932
C -2.692 2.100 -2.614
C -2.650 2.509 -1.167
Cl -4.384 1.609 -2.972
N 0.717 1.221 -2.662
C 1.060 1.949 -3.885
C 2.186 2.937 -3.692
C 2.112 3.827 -2.448
F 3.396 2.260 -3.769
N 1.671 0.863 -1.768
H 2.472 -3.285 2.563
H 2.243 -4.009 0.959
H 3.118 -2.456 1.137
H 0.476 -2.626 0.437
H 0.336 -2.631 2.180
H 0.083 -0.387 1.585
H 2.719 -0.064 0.307
H -1.438 1.051 -4.030
H -2.532 2.954 -3.261
H -2.646 1.647 -0.508
H -3.540 3.075 -0.924
H -1.789 3.151 -0.972
H 0.179 2.432 -4.284
H 1.382 1.217 -4.627
H 2.148 3.596 -4.555
H 1.943 4.864 -2.701
H 1.343 3.481 -1.759
H 3.057 3.727 -1.921
H 2.655 1.064 -1.863
Cl -0.344 2.459 0.863
C -0.195 3.910 1.817
C -1.295 4.664 2.201
Cl -2.908 4.206 1.785
C -1.113 5.813 2.956
C 0.159 6.208 3.329
C 1.259 5.450 2.953
C 1.080 4.303 2.200
H -1.972 6.398 3.254
H 0.293 7.105 3.918
H 2.255 5.750 3.248
H 1.934 3.708 1.907
Cl -8.815 0.978 6.558
C -7.674 1.711 5.489
C -7.559 3.091 5.386
Cl -8.543 4.151 6.330
C -6.635 3.644 4.511
C -5.827 2.824 3.743
C -5.939 1.444 3.848
C -6.861 0.890 4.719
H -6.550 4.719 4.432
H -5.109 3.261 3.062
H -5.308 0.799 3.251
H -6.953 -0.183 4.804
Cl 1.959 0.986 -10.627
C 2.765 1.395 -9.159
C 2.406 2.516 -8.423
Cl 1.124 3.560 -8.929
C 3.082 2.818 -7.250
C 4.110 2.003 -6.804
C 4.467 0.880 -7.539
C 3.796 0.579 -8.712
H 2.802 3.698 -6.688
H 4.633 2.245 -5.892
H 5.268 0.239 -7.198
H 4.073 -0.294 -9.287
Cl 0.492 -9.242 0.767
C 1.258 -8.392 -0.525
C 1.116 -7.020 -0.674
Cl 0.171 -6.090 0.439
C 1.740 -6.368 -1.728
C 2.506 -7.083 -2.631
C 2.652 -8.455 -2.481
C 2.029 -9.107 -1.431
H 1.624 -5.299 -1.840
H 2.989 -6.571 -3.453
H 3.252 -9.019 -3.183
H 2.140 -10.175 -1.313
Cl 2.420 -5.791 6.010
C 1.132 -4.667 6.259
C 0.296 -4.283 5.221
Cl 0.495 -4.921 3.624
C -0.723 -3.370 5.452
C -0.910 -2.843 6.718
C -0.076 -3.231 7.759
C 0.942 -4.140 7.529
H -1.373 -3.075 4.640
H -1.706 -2.133 6.894
H -0.220 -2.825 8.751
H 1.593 -4.442 8.337
*
```

Löwdin atomic charge list, values in e, 4 entries:
1. C -0.155
2. C -0.314
3. C -0.716
4. I 0.889

***

Number 1: total energy -19705.613 eV. Number 2: total energy -31006.029 eV. Number 3: total energy -90654.067 eV. Number 4: total energy -34329.041 eV. Number 5: total energy -68820.915 eV. Number 6: total energy -13987.070 eV. Number 7: total energy -139670.435 eV. Number 8: total energy -210192.279 eV.